1.
DFT (wB97M-V/def2-TZVPD) results for a molecular structure, C25H40N8O2RuS.

```
77
Properties=species:S:1:pos:R:3
Ru 0.13 0.20 -0.06
N -1.01 -1.34 1.31
C -2.22 -0.62 1.80
C -1.77 0.62 2.54
N -0.88 1.47 1.70
C -1.50 2.71 1.16
C -2.03 2.46 -0.23
N -0.88 2.04 -1.08
H -1.28 -2.18 0.80
H -0.46 -1.67 2.10
H -2.83 -1.25 2.45
H -2.82 -0.36 0.93
H -1.22 0.33 3.44
H -2.64 1.18 2.88
H -0.08 1.75 2.26
H -0.73 3.48 1.12
H -2.29 3.07 1.82
H -2.52 3.35 -0.63
H -2.76 1.65 -0.24
H -0.21 2.81 -1.14
H -1.19 1.84 -2.03
O 6.91 -0.21 -2.56
N 6.93 0.04 -1.37
O 7.91 0.19 -0.69
C 5.61 0.10 -0.68
C 5.62 -0.16 0.64
C 4.38 -0.21 1.37
C 4.33 -0.47 2.75
C 3.11 -0.51 3.38
C 1.96 -0.32 2.61
N 1.98 -0.08 1.31
C 3.18 -0.01 0.69
C 3.20 0.31 -0.71
N 2.00 0.57 -1.29
C 1.96 0.94 -2.56
C 3.11 1.08 -3.33
C 4.33 0.79 -2.77
C 4.40 0.38 -1.42
H 6.56 -0.33 1.14
H 5.25 -0.62 3.30
H 3.03 -0.70 4.44
H 0.99 -0.37 3.09
H 0.99 1.16 -2.98
H 3.04 1.41 -4.36
H 5.24 0.88 -3.35
C -3.89 0.62 -6.55
C -3.83 -0.76 -5.90
C -3.90 -0.73 -4.37
C -2.81 0.11 -3.72
N -1.46 -0.37 -4.09
C -0.60 -1.06 -3.36
S -0.92 -1.35 -1.66
N 0.48 -1.57 -3.93
C 1.46 -2.51 -3.35
C 1.21 -3.94 -3.80
C 1.49 -4.22 -5.28
C 0.49 -3.61 -6.27
H -3.95 0.53 -7.64
H -3.02 1.24 -6.34
H -4.78 1.16 -6.22
H -2.93 -1.30 -6.23
H -4.65 -1.38 -6.25
H -3.85 -1.74 -3.97
H -4.85 -0.31 -4.06
H -2.89 0.08 -2.64
H -2.88 1.15 -4.05
H -1.28 -0.35 -5.09
H 0.51 -1.51 -4.94
H 1.41 -2.42 -2.27
H 2.45 -2.17 -3.67
H 0.18 -4.21 -3.56
H 1.86 -4.58 -3.19
H 1.50 -5.30 -5.41
H 2.51 -3.89 -5.52
H -0.53 -3.64 -5.88
H 0.49 -4.16 -7.21
H 0.73 -2.58 -6.55
```

Summary:
- HOMO-LUMO gap (alpha / beta): 8.578 / 6.668 eV
- 2S+1: 6
- LUMO (alpha / beta): -0.330 / -0.404 hartree
- Net charge: +3
- Electronic energy: -2057.237443 a.u.
- HOMO energy (alpha / beta): -17.556 / -17.661 eV

=====

2.
DFT (wB97M-V/def2-TZVPD) results for C3H4N2O in the gas phase.

```
10
Properties=species:S:1:pos:R:3
N 0.00 1.27 1.49
C 0.17 0.33 0.41
C -0.72 -0.35 -0.58
C 0.16 -0.88 -1.46
O 1.25 -0.93 -0.91
N 1.29 -0.29 0.26
H -1.04 1.29 1.90
H 0.75 1.17 2.10
H -1.74 -0.15 -0.77
H -0.12 -1.45 -2.45
```

Summary:
- HOMO-LUMO gap: 10.317 eV
- 2S+1: 1
- LUMO: 0.036 hartree
- Electronic energy: -301.359707 a.u.
- HOMO energy: -9.343 eV
- SMILES: Nc1ccon1

=====

3.
DFT (wB97M-V/def2-TZVPD) results for C4H6N2O in the gas phase.

```
13
Properties=species:S:1:pos:R:3
N 2.07 0.96 0.00
C 1.05 0.24 -0.47
C -0.96 -1.29 0.09
O -0.30 -2.37 -0.33
C -1.54 -0.59 1.00
C -1.29 0.07 -0.34
N -0.12 0.90 -0.54
H 2.91 0.45 0.22
H 1.95 1.82 0.53
H 0.43 -1.97 -0.84
H -1.87 -0.44 2.01
H -2.12 0.31 -1.00
H -0.20 1.90 -0.34
```

Summary:
- HOMO-LUMO gap: 9.711 eV
- 2S+1: 1
- LUMO: 0.039 hartree
- Electronic energy: -340.631089 a.u.
- HOMO energy: -8.650 eV

=====

4.
DFT (wB97M-V/def2-TZVPD) results for a gas-phase ion, C5H10NO (charge +2).

```
17
Properties=species:S:1:pos:R:3
O -0.21 2.01 -0.30
C 0.31 1.70 0.75
C -0.29 0.40 1.49
C 0.49 -0.74 0.99
C 1.00 -0.77 -0.50
C 0.32 -0.19 -1.50
N -1.17 -0.36 -1.32
H 1.45 2.07 1.04
H -1.35 0.53 1.50
H 0.21 0.56 2.48
H -0.08 -1.71 0.88
H 1.37 -0.88 1.62
H 1.88 -1.34 -0.79
H 0.59 -0.28 -2.57
H -1.36 0.45 -0.63
H -1.91 -0.07 -2.03
H -1.25 -1.37 -1.11
```

Summary:
- HOMO-LUMO gap (alpha / beta): 9.960 / 5.473 eV
- 2S+1: 2
- LUMO (alpha / beta): -0.365 / -0.512 hartree
- Net charge: +2
- Electronic energy: -325.618834 a.u.
- HOMO energy (alpha / beta): -19.886 / -19.413 eV

=====

5.
DFT (wB97M-V/def2-TZVPD) results for 11 unconnected molecules or ions with the total composition C29H86N6O11.

```
132
Properties=species:S:1:pos:R:3
C 3.28 3.76 3.98
O 1.99 3.18 4.22
C 2.01 2.13 5.22
C 2.62 0.80 4.69
C 1.97 0.34 3.40
N 2.54 -0.35 5.55
H 4.06 2.99 3.95
H 3.63 4.50 4.70
H 3.26 4.29 3.02
H 2.59 2.44 6.08
H 0.97 2.05 5.55
H 3.68 0.94 4.46
H 2.32 -0.63 3.05
H 2.19 1.01 2.57
H 0.88 0.28 3.45
H 3.04 -1.09 5.06
H 1.62 -0.74 5.65
C 3.27 0.25 -1.49
O 4.00 -0.83 -1.06
C 5.39 -0.66 -1.24
C 6.15 -1.80 -0.50
C 5.80 -1.72 0.99
N 7.55 -1.80 -0.66
H 3.60 1.16 -0.98
H 2.24 0.24 -1.15
H 3.41 0.40 -2.56
H 5.61 -0.65 -2.31
H 5.63 0.34 -0.86
H 5.79 -2.72 -0.95
H 5.91 -2.68 1.50
H 4.86 -1.24 1.27
H 6.46 -0.98 1.45
H 7.83 -2.59 -0.10
H 7.98 -1.00 -0.22
C -0.43 1.62 -3.08
O 0.69 1.02 -3.75
C 0.70 1.10 -5.17
C 2.12 0.87 -5.82
C 2.65 -0.52 -5.78
N 3.01 1.79 -5.10
H -1.12 0.78 -3.00
H -0.93 2.44 -3.60
H -0.07 2.01 -2.13
H -0.13 0.49 -5.52
H 0.36 2.12 -5.35
H 2.08 1.23 -6.85
H 3.55 -0.75 -6.36
H 1.94 -1.26 -6.15
H 2.88 -0.88 -4.78
H 2.80 2.71 -5.46
H 2.49 1.82 -4.23
C -2.38 6.33 2.17
O -2.02 4.94 2.06
C -1.94 4.23 3.32
C -1.75 2.70 3.02
C -1.78 1.75 4.18
N -0.46 2.53 2.38
H -3.36 6.45 2.62
H -2.39 6.70 1.15
H -1.72 6.91 2.82
H -1.06 4.67 3.81
H -2.83 4.34 3.93
H -2.51 2.36 2.32
H -1.62 0.73 3.83
H -2.75 1.71 4.67
H -1.09 2.08 4.96
H -0.48 3.24 1.66
H 0.29 2.80 2.99
C -4.69 7.09 -0.69
O -3.95 6.04 -1.35
C -4.25 4.82 -0.77
C -3.35 3.72 -1.36
C -3.65 2.28 -0.88
N -1.98 3.91 -0.87
H -5.72 6.97 -1.02
H -4.26 8.01 -1.08
H -4.76 7.06 0.40
H -4.27 4.82 0.32
H -5.29 4.54 -0.96
H -3.39 3.67 -2.45
H -4.66 1.94 -1.11
H -3.46 2.13 0.19
H -2.97 1.58 -1.36
H -2.05 4.24 0.08
H -1.42 4.64 -1.29
C -3.13 -6.77 -3.15
O -2.62 -5.69 -2.39
C -3.26 -5.39 -1.14
C -2.17 -5.01 -0.20
C -1.26 -6.28 0.04
N -2.67 -4.60 1.07
H -2.67 -6.72 -4.13
H -4.18 -6.60 -3.37
H -3.06 -7.73 -2.65
H -4.14 -4.75 -1.13
H -3.69 -6.28 -0.68
H -1.63 -4.14 -0.58
H -1.75 -7.23 0.25
H -0.60 -6.02 0.87
H -0.56 -6.38 -0.78
H -3.29 -3.83 0.88
H -1.83 -4.17 1.44
C -1.14 -2.87 -3.35
O -1.43 -3.87 -4.32
H -0.66 -2.02 -3.82
H -2.04 -2.45 -2.88
H -0.58 -3.19 -2.47
H -1.60 -4.68 -3.84
C 2.29 -3.71 -0.31
O 2.16 -2.81 -1.38
H 1.31 -3.90 0.14
H 2.55 -4.67 -0.74
H 2.99 -3.35 0.44
H 2.71 -2.02 -1.38
C -4.23 -1.58 -0.38
O -3.37 -1.74 0.79
H -3.62 -1.74 -1.26
H -5.02 -2.33 -0.41
H -4.71 -0.60 -0.47
H -2.70 -1.06 0.90
C -0.11 -2.93 3.09
O -0.18 -3.98 2.20
H 0.36 -3.27 4.01
H 0.61 -2.19 2.72
H -1.08 -2.52 3.36
H 0.05 -4.81 2.63
C -0.27 -0.67 0.00
O -1.34 0.04 0.67
H -0.55 -1.72 -0.05
H -0.26 -0.33 -1.03
H 0.67 -0.48 0.51
H -1.05 0.91 0.97
```

Summary:
- HOMO-LUMO gap: 8.803 eV
- 2S+1: 1
- LUMO: 0.015 hartree
- Electronic energy: -2312.389862 a.u.
- HOMO energy: -8.405 eV
- SMILES: COC[C@H](C)N.COC[C@H](C)N.COC[C@H](C)N.COC[C@H](C)N.COC[C@H](C)N.COC[C@H](C)N.CO.CO.CO.CO.CO

=====

6.
DFT (wB97M-V/def2-TZVPD) results for a molecular structure, C39H42FLiN8O4S.

```
96
Properties=species:S:1:pos:R:3
Li 20.94 12.82 14.38
N 23.77 12.95 15.98
C 22.70 13.26 16.81
C 22.93 13.53 18.15
C 21.84 13.82 18.96
C 20.57 13.92 18.45
C 20.44 13.63 17.10
N 21.45 13.26 16.33
C 23.97 13.01 14.62
C 25.31 12.96 14.15
C 25.46 13.09 12.79
C 24.38 13.31 11.97
C 23.14 13.36 12.53
N 22.90 13.27 13.83
H 24.62 12.78 16.46
H 23.89 13.43 18.58
H 21.97 14.02 20.01
H 19.71 14.21 19.06
H 19.47 13.57 16.65
H 26.15 12.93 14.81
H 26.47 13.05 12.34
H 24.52 13.44 10.89
H 22.20 13.54 11.95
C 22.35 14.57 9.49
C 21.04 14.95 8.84
N 19.88 14.09 9.21
C 19.71 12.93 8.31
C 18.75 13.18 7.17
C 19.11 14.28 10.31
S 17.71 13.32 10.54
N 19.49 15.31 11.09
C 19.80 15.26 12.37
O 20.26 14.30 12.97
C 19.74 16.61 13.05
C 19.23 17.77 12.40
C 19.41 19.00 13.02
C 20.07 19.13 14.24
C 20.48 18.00 14.90
C 20.37 16.76 14.33
H 23.21 14.98 8.96
H 22.41 13.47 9.56
H 22.39 14.99 10.49
H 21.08 14.95 7.76
H 20.82 15.94 9.15
H 19.28 12.12 8.88
H 20.69 12.66 7.94
H 17.79 13.38 7.67
H 18.64 12.34 6.45
H 18.95 14.02 6.58
H 18.80 17.60 11.40
H 19.14 19.86 12.47
H 20.11 20.05 14.75
H 20.96 18.20 15.86
H 20.74 15.87 14.87
F 15.19 15.27 12.82
C 15.40 13.94 13.00
C 16.49 13.50 13.69
C 16.84 12.18 13.80
C 18.20 11.86 14.30
O 18.88 12.76 14.86
C 18.57 10.45 14.17
C 17.62 9.58 13.69
N 16.40 9.92 13.19
C 15.62 8.98 12.48
C 16.39 8.10 11.60
C 15.52 9.16 11.02
C 16.00 11.21 13.22
C 14.80 11.61 12.67
C 14.51 12.97 12.52
N 13.26 13.37 11.90
C 13.38 14.13 10.66
C 12.04 14.23 9.91
N 11.04 14.89 10.86
C 10.94 14.17 12.23
C 12.33 14.04 12.80
C 19.98 9.99 14.49
O 20.09 8.81 14.90
O 20.87 10.85 14.27
H 17.25 14.23 13.98
H 17.88 8.54 13.62
H 14.85 8.49 13.09
H 16.10 7.05 11.47
H 17.46 8.21 11.62
H 14.59 8.89 10.58
H 15.86 10.11 10.64
H 14.04 10.91 12.36
H 14.16 13.72 10.01
H 13.69 15.19 10.84
H 11.61 13.20 9.70
H 12.07 14.91 9.06
H 10.22 15.01 10.30
H 11.42 15.79 11.13
H 10.49 13.20 11.99
H 10.28 14.80 12.82
H 12.24 13.39 13.67
H 12.72 14.99 13.13
```

Summary:
- HOMO-LUMO gap: 5.042 eV
- 2S+1: 1
- LUMO: -0.049 hartree
- Electronic energy: -2755.943723 a.u.
- HOMO energy: -6.364 eV